No. 1
Entry from the Open Molecules 2025 dataset: a molecular structure, C21H14AlCl5N4O2S (ωB97M-V with the def2-TZVPD basis set).

Geometry (Å):
Al 0.291 -0.231 -0.085
N -0.907 3.243 -2.361
C -0.468 2.271 -1.541
S -0.457 0.650 -2.145
N -0.062 2.695 -0.351
N 0.301 1.692 0.470
C 0.867 1.958 1.596
C 1.263 3.319 2.016
C 2.082 4.078 1.184
C 2.503 5.336 1.585
C 2.099 5.851 2.810
C 1.271 5.103 3.636
C 0.859 3.838 3.242
C 1.185 0.766 2.416
C 1.918 0.808 3.590
C 2.192 -0.380 4.248
C 1.713 -1.575 3.737
C 0.992 -1.538 2.559
N 0.745 -0.401 1.914
H -1.222 3.013 -3.284
H -0.943 4.189 -2.024
H 2.385 3.673 0.226
H 3.144 5.918 0.936
H 2.428 6.834 3.121
H 0.944 5.505 4.586
H 0.202 3.258 3.881
H 2.280 1.754 3.967
H 2.781 -0.371 5.156
H 1.906 -2.518 4.226
H 0.591 -2.438 2.108
Cl -3.018 0.552 1.189
C -2.685 -1.050 0.601
C -1.405 -1.322 0.164
C -1.179 -2.606 -0.303
Cl 0.456 -2.856 -0.881
C -2.131 -3.611 -0.332
Cl -1.739 -5.185 -0.903
C -3.413 -3.300 0.119
Cl -4.641 -4.505 0.109
C -3.696 -2.011 0.578
Cl -5.286 -1.620 1.108
C 4.202 0.790 -1.389
O 2.781 0.726 -1.222
C 2.331 -0.263 -0.392
O 3.133 -0.992 0.156
H 4.380 1.574 -2.120
H 4.594 -0.159 -1.748
H 4.692 1.031 -0.446

Maximum force ... 0.59 eV/A
HOMO ... -8.11 eV
2S+1 ... 1
ΔE to the lowest compared entry with this formula, charge and spin ... 0.0 kJ/mol
DFT total energy ... -112107.2818 eV
Orbital gap ... 7.3 eV
E_LUMO ... -0.0288 hartree

Results of the Mulliken charge analysis, in e, for atoms 1 through 2: 0.636 -0.420

No. 2
Entry from the Open Molecules 2025 dataset: a molecular structure, C21H14AuBrN5O2S (ωB97M-V with the def2-TZVPD basis set).

Geometry (Å):
Au -1.027 1.755 -0.357
O 1.321 6.257 3.511
C 0.743 5.366 2.725
C -0.612 5.014 2.804
C -1.101 4.063 1.939
N -0.337 3.460 1.035
C 0.945 3.800 0.945
Br 1.940 2.887 -0.384
C 1.538 4.739 1.756
H 0.710 6.641 4.155
H -1.259 5.475 3.533
H -2.136 3.757 1.964
H 2.582 4.996 1.677
N 1.601 -8.221 -0.855
C 1.305 -7.116 -0.825
C 0.946 -5.747 -0.776
C -0.221 -5.305 -1.404
C -0.566 -3.969 -1.347
C 0.238 -3.056 -0.659
C 1.401 -3.512 -0.034
C 1.758 -4.842 -0.092
C -0.145 -1.635 -0.577
C -0.441 -0.984 -1.779
C -0.208 -1.499 -3.097
C -0.708 -0.584 -3.980
C -1.221 0.484 -3.197
N -1.051 0.247 -1.909
C -0.180 -1.047 0.696
C 0.044 -1.709 1.945
C 0.005 -0.751 2.923
C -0.258 0.468 2.263
N -0.379 0.294 0.954
H -0.845 -6.011 -1.931
H -1.486 -3.633 -1.804
H 2.037 -2.806 0.478
H 2.665 -5.183 0.384
H 0.301 -2.418 -3.310
H -0.733 -0.637 -5.050
H -1.694 1.384 -3.544
H 0.176 -2.764 2.080
H 0.149 -0.886 3.977
H -0.351 1.447 2.698
O -1.776 4.180 -3.742
S -1.854 4.417 -2.320
N -1.816 3.182 -1.472

Maximum force ... 2.31 eV/A
HOMO ... -11.13 eV
Total charge ... +1
2S+1 ... 1
ΔE to the lowest compared entry with this formula, charge and spin ... 98.3 kJ/mol
DFT total energy ... -118110.3531 eV
Orbital gap ... 5.5 eV
E_LUMO ... -0.2085 hartree

Results of the Mulliken charge analysis, in e, for atoms 1 through 2: 1.158 -0.487

No. 3
Entry from the Open Molecules 2025 dataset: a molecular structure, C21H14Br2ClNO4PReS2Se2 (ωB97M-V with the def2-TZVPD basis set).

Geometry (Å):
Re 4.544 1.278 15.711
Se 6.911 0.820 16.299
P 6.549 2.427 18.019
Se 4.359 2.830 17.665
C 7.806 3.648 17.779
C 7.610 4.927 17.308
C 8.696 5.839 17.242
C 9.940 5.509 17.592
C 10.211 4.199 18.012
C 9.133 3.310 18.068
C 6.850 1.854 19.665
C 6.433 0.605 20.048
C 6.787 0.069 21.293
C 7.486 0.883 22.232
C 7.791 2.193 21.842
C 7.384 2.681 20.621
H 6.637 5.300 17.085
H 8.453 6.852 17.029
H 10.644 6.354 17.571
H 11.242 3.902 18.230
H 9.291 2.308 18.430
H 5.831 0.071 19.301
H 6.341 -0.867 21.619
H 7.696 0.464 23.189
H 8.340 2.866 22.509
H 7.504 3.735 20.353
Br 3.541 -3.215 18.352
C 2.530 -2.119 17.246
C 1.324 -2.579 16.809
C 0.431 -1.751 16.167
Br -1.334 -2.492 15.839
C 0.711 -0.395 15.934
C -0.236 0.576 15.393
C 0.236 1.857 15.187
C 1.635 2.143 15.280
N 2.479 1.230 15.644
C 2.061 0.008 16.111
C 3.009 -0.825 16.875
O 4.211 -0.409 17.201
H 1.076 -3.617 16.903
H -1.297 0.374 15.342
H -0.397 2.763 15.022
H 2.016 3.129 15.111
O 6.563 3.962 9.967
S 7.562 3.438 10.853
O 8.946 3.386 10.478
O 7.122 2.995 12.128
S 4.758 3.091 14.555
Cl 4.911 -0.352 14.032

Maximum force ... 3.54 eV/A
HOMO (alpha / beta) ... -3.27 / -4.07 eV
Total charge ... -1
2S+1 ... 4
ΔE to the lowest compared entry with this formula, charge and spin ... 265.1 kJ/mol
Expectation value of S² ... 3.78
DFT total energy ... -348076.4021 eV
Orbital gap (alpha / beta) ... 4.9 / 5.7 eV
E_LUMO (alpha / beta) ... 0.0606 / 0.0602 hartree

Results of the Mulliken charge analysis, in e, for atoms 1 through 2: 0.247 -0.265

No. 4
Entry from the Open Molecules 2025 dataset: a molecular structure, C21H14BrCl3F5GeI2MoN4O3 (ωB97M-V with the def2-TZVPD basis set).

Geometry (Å):
Mo -0.747 1.058 0.281
Br -1.612 2.791 -2.953
C -0.522 1.259 -3.035
C -0.151 0.814 -4.290
C 0.602 -0.341 -4.398
C 0.946 -1.022 -3.247
C 0.536 -0.509 -2.038
N -0.163 0.631 -1.912
C 0.789 -1.262 -0.763
O 1.542 -2.201 -0.728
O 0.078 -0.804 0.228
H -0.469 1.368 -5.160
H 0.895 -0.710 -5.372
H 1.513 -1.941 -3.246
N -0.298 2.648 -0.087
C 0.467 3.756 -0.355
C 1.370 3.746 -1.423
C 2.169 4.852 -1.641
C 2.075 5.962 -0.812
C 1.179 5.968 0.248
C 0.372 4.870 0.484
H 1.455 2.871 -2.049
H 2.876 4.846 -2.460
H 2.703 6.825 -0.994
H 1.110 6.832 0.896
H -0.335 4.853 1.301
I -2.982 -0.097 -0.839
I -2.858 3.007 0.929
C -0.842 1.569 5.583
N -1.900 1.326 4.601
C -3.297 1.459 5.010
C -1.608 0.946 3.401
N -1.374 0.641 2.310
H -0.895 0.829 6.381
H -0.968 2.570 5.996
H 0.127 1.493 5.097
H -3.524 0.735 5.793
H -3.944 1.281 4.155
H -3.472 2.468 5.383
Cl 1.951 -3.229 2.989
Ge 0.163 -2.005 2.882
Cl -1.423 -3.177 1.994
Cl -0.496 -1.715 4.971
F 6.005 -0.810 1.813
C 4.772 -0.305 1.739
C 4.252 0.108 0.530
F 4.985 0.008 -0.581
C 2.977 0.634 0.464
F 2.510 1.035 -0.737
C 2.146 0.758 1.578
O 0.933 1.251 1.566
C 2.718 0.332 2.789
F 1.975 0.422 3.908
C 3.992 -0.183 2.877
F 4.473 -0.577 4.056

Maximum force ... 1.00 eV/A
HOMO (alpha / beta) ... -8.25 / -8.25 eV
2S+1 ... 2
ΔE to the lowest compared entry with this formula, charge and spin ... 239.5 kJ/mol
Expectation value of S² ... 0.75
DFT total energy ... -229880.2160 eV
Orbital gap (alpha / beta) ... 6.1 / 6.1 eV
E_LUMO (alpha / beta) ... -0.0793 / -0.0803 hartree

Results of the Mulliken charge analysis, in e, for atoms 1 through 2: 0.044 0.026

What did the third record say?
Entry from the Open Molecules 2025 dataset: a molecular structure, C21H14Br2ClNO4PReS2Se2 (ωB97M-V with the def2-TZVPD basis set).

Geometry (Å):
Re 4.544 1.278 15.711
Se 6.911 0.820 16.299
P 6.549 2.427 18.019
Se 4.359 2.830 17.665
C 7.806 3.648 17.779
C 7.610 4.927 17.308
C 8.696 5.839 17.242
C 9.940 5.509 17.592
C 10.211 4.199 18.012
C 9.133 3.310 18.068
C 6.850 1.854 19.665
C 6.433 0.605 20.048
C 6.787 0.069 21.293
C 7.486 0.883 22.232
C 7.791 2.193 21.842
C 7.384 2.681 20.621
H 6.637 5.300 17.085
H 8.453 6.852 17.029
H 10.644 6.354 17.571
H 11.242 3.902 18.230
H 9.291 2.308 18.430
H 5.831 0.071 19.301
H 6.341 -0.867 21.619
H 7.696 0.464 23.189
H 8.340 2.866 22.509
H 7.504 3.735 20.353
Br 3.541 -3.215 18.352
C 2.530 -2.119 17.246
C 1.324 -2.579 16.809
C 0.431 -1.751 16.167
Br -1.334 -2.492 15.839
C 0.711 -0.395 15.934
C -0.236 0.576 15.393
C 0.236 1.857 15.187
C 1.635 2.143 15.280
N 2.479 1.230 15.644
C 2.061 0.008 16.111
C 3.009 -0.825 16.875
O 4.211 -0.409 17.201
H 1.076 -3.617 16.903
H -1.297 0.374 15.342
H -0.397 2.763 15.022
H 2.016 3.129 15.111
O 6.563 3.962 9.967
S 7.562 3.438 10.853
O 8.946 3.386 10.478
O 7.122 2.995 12.128
S 4.758 3.091 14.555
Cl 4.911 -0.352 14.032

Maximum force ... 3.54 eV/A
HOMO (alpha / beta) ... -3.27 / -4.07 eV
Total charge ... -1
2S+1 ... 4
ΔE to the lowest compared entry with this formula, charge and spin ... 265.1 kJ/mol
Expectation value of S² ... 3.78
DFT total energy ... -348076.4021 eV
Orbital gap (alpha / beta) ... 4.9 / 5.7 eV
E_LUMO (alpha / beta) ... 0.0606 / 0.0602 hartree

Results of the Mulliken charge analysis, in e, for atoms 1 through 2: 0.247 -0.265

What is the DFT total energy in the first record? -112107.2818 eV

Which of these has the highest maximum force? C21H14Br2ClNO4PReS2Se2